91
Properties=species:S:1:pos:R:3 method="wB97M-V/def2-TZVPD" total_energy_ha=-4648.7770 spin_multiplicity=5 total_charge=-1 e_homo_ev="-4.98 / -5.25"
C 4.229 -3.720 0.446
H 3.426 -2.166 4.116
C -4.849 -1.316 2.500
H -3.778 2.359 -2.281
O -2.500 2.409 1.846
H 2.399 -3.176 3.081
F -0.554 -5.445 3.096
C 5.132 -1.248 2.118
C -2.713 -0.679 3.640
C 1.931 -0.733 -3.137
C -3.368 -4.686 0.252
H -3.037 1.457 3.911
H -2.644 -1.190 -2.216
H -0.274 -2.324 -3.471
H -0.016 1.765 4.841
N -1.849 0.330 1.026
H 5.240 -0.698 3.058
C -2.559 -0.116 -2.055
H -1.688 -0.541 3.308
C 0.679 0.960 5.043
H -0.128 -2.008 -1.751
C -3.105 0.535 4.490
H 5.878 -2.048 2.110
Cl 2.133 1.650 5.788
N 0.501 1.235 0.458
C -1.353 -3.966 1.431
H 2.142 -2.793 -3.603
C 3.718 -1.825 1.999
H -2.456 0.617 5.370
C 2.250 2.802 0.287
C -3.709 1.970 -1.261
C 3.315 -3.872 -1.751
N 1.941 -0.844 -0.066
H 4.119 -3.550 3.268
C -3.171 -0.200 1.175
H 1.695 -0.601 -4.196
H -2.701 -2.848 3.861
H 3.283 2.993 0.034
C -1.700 1.624 1.332
F -4.404 -6.741 0.777
H -5.164 -1.741 3.447
H 1.249 -0.098 -2.570
C 4.116 -4.399 -0.753
C 2.613 0.311 -0.199
H 2.946 -0.375 -2.960
C -0.329 2.148 0.948
C 2.609 -2.684 -1.572
C -4.047 -0.193 0.070
O 3.776 0.501 -0.551
F -4.293 -4.441 -0.682
C 3.539 -2.535 0.671
C 0.304 -2.570 -2.576
C 1.385 3.781 0.758
C -2.765 -1.956 4.481
H 1.737 4.800 0.873
C -2.352 -3.777 0.482
C 1.773 -2.211 -2.753
H -6.680 -1.814 1.499
C -5.297 -0.788 0.217
C -3.763 0.440 -1.294
H 0.171 -3.630 -2.350
C -3.582 -0.747 2.400
C -2.456 -6.086 1.939
H 5.340 -0.570 1.291
F -2.497 -7.211 2.662
H -4.527 2.386 -0.672
H 4.652 -5.327 -0.913
Cr -0.049 -0.700 0.594
H -2.486 0.371 -3.031
H -2.782 2.338 -0.830
H -1.628 0.078 -1.523
C -5.703 -1.354 1.415
C -1.451 -5.160 2.146
H 3.235 -4.385 -2.704
C 3.393 -2.735 3.184
H -1.925 -1.983 5.179
H 0.256 0.236 5.728
Cl 1.029 0.137 3.524
C 1.765 1.513 0.167
S -0.063 -2.845 1.801
H -4.643 0.182 -1.892
H 3.021 -0.989 2.026
H 4.866 -4.118 1.229
H -3.687 -2.008 5.070
C 0.081 3.457 1.111
H -0.621 4.173 1.516
F -2.363 -2.682 -0.272
H -5.967 -0.807 -0.636
C 2.706 -2.026 -0.335
C -3.427 -5.852 0.986
H -4.133 0.430 4.850